(1)
Density functional theory data (wB97M-V/def2-TZVPD) for 22 unconnected molecules or ions with the total composition C66H176O22 in a non-equilibrium geometry.

```
264
Properties=species:S:1:pos:R:3
H -7.1227 14.7952 -8.9522
C 1.0906 17.2650 -8.8458
C -12.2490 18.7428 -12.9631
H -6.8229 16.9617 -16.1635
C -2.2653 18.3959 -7.7931
H 0.9693 19.5809 -16.8915
H -3.2529 22.4526 -19.2463
C -6.8115 21.5609 -7.2215
H -0.9791 22.9536 -13.8167
H -2.6800 28.0013 -14.1548
C 3.7497 20.3823 -17.9012
H -3.1570 16.6281 -17.3969
O -2.9756 23.5955 -11.8908
C -5.1364 17.9971 -18.7869
C -7.8993 25.6426 -15.1833
H -8.6148 24.8243 -15.2649
H -1.2535 15.8963 -15.1944
H -6.0133 26.3331 -16.1871
H 1.2347 18.2208 -8.3421
C -5.3222 21.3414 -23.2818
H -7.8948 21.6392 -7.3132
H -11.2794 18.9449 -12.5079
C -3.7528 17.8099 -9.8322
H -1.8326 17.4402 -18.1440
H -3.3057 20.4016 -17.9453
C 2.6613 22.1121 -16.4222
H -5.3825 20.3365 -8.2721
H -2.3659 16.5643 -14.0728
H -3.0634 26.5065 -12.5125
O -4.5727 25.3189 -13.4237
C 2.2285 15.1705 -9.8594
C -2.4639 24.2916 -9.7045
C -8.2736 14.9966 -12.0628
H -6.8171 23.7257 -11.3317
H -2.4444 19.3256 -19.8144
H -0.3063 20.5333 -22.5841
C -6.4558 15.5854 -8.6072
H -3.3479 18.6844 -10.3415
H -6.0078 14.5509 -6.6462
C -10.1506 15.6091 -10.3605
H -6.3324 22.3514 -7.7991
H 1.8398 14.5477 -9.0537
H 2.9070 18.5125 -15.7139
C -4.9400 27.4824 -12.4633
H -8.8616 25.9171 -11.0212
H -5.3973 20.8608 -24.2572
C -8.7544 26.9029 -15.0498
H -6.8928 15.5741 -15.2058
H -10.3676 23.2801 -12.7036
H -4.6821 20.2250 -20.2749
H -5.5016 18.9620 -11.6678
C -7.5323 23.7932 -10.5119
C -3.6570 18.0256 -19.0341
H -15.1518 18.9042 -11.6260
H -4.2198 19.8872 -15.4931
C -13.3689 20.1270 -11.1443
C -1.8259 14.5173 -13.5655
H 2.7675 19.9383 -18.0630
H 1.1648 26.4797 -12.6606
H -2.3335 20.1405 -14.0260
O -2.9546 16.2109 -8.3273
H -4.5344 22.3228 -9.1882
H -5.1828 17.7843 -12.9367
H -6.4848 18.9112 -13.1174
H -7.3938 22.8028 -10.0784
H -2.9007 18.3165 -17.0434
C -5.4634 18.8205 -12.7479
C 2.3223 16.6382 -9.4771
H 1.6782 21.6584 -16.5474
C -3.3093 27.1661 -14.4621
H -9.0106 17.6732 -15.3436
H -9.3385 26.9521 -15.9688
C -5.1474 20.2246 -22.2379
H -4.0242 17.1064 -10.6192
H -7.9283 14.1895 -12.7088
H -2.8200 24.4930 -8.6942
C 0.8129 21.1464 -10.1955
H -2.5897 18.6393 -13.4079
H -7.6831 20.9455 -17.3294
H 4.1448 16.4776 -8.7985
O -5.2931 16.4528 -6.6874
O -9.3038 16.7631 -15.2576
C -13.2942 18.7812 -11.8054
C -4.4380 19.7808 -13.5824
C -9.3819 16.5283 -17.5809
H 0.9878 18.0520 -17.6970
H -0.2379 22.3556 -19.1233
O -6.5275 19.1672 -6.9953
O -0.6424 19.3413 -20.3190
H -4.4261 28.2656 -11.9060
C -0.0864 21.2764 -19.1397
H -0.5873 20.8355 -18.2778
H 0.7055 16.5453 -8.1234
H -2.9773 19.8040 -22.6765
C -3.5095 23.6822 -10.6266
O -8.9317 25.3071 -11.7592
H -1.3624 18.0246 -7.3083
O -10.2134 13.5619 -11.6034
C -6.3077 15.5203 -7.0441
H -9.6665 24.0999 -10.2802
H 0.4064 17.5392 -9.6488
C 0.7798 18.7023 -14.2859
H -7.8385 25.4800 -13.2381
H -10.9800 15.3112 -9.7192
H -0.1103 21.7127 -10.3183
H 0.7823 19.7782 -14.4608
H 2.0402 25.0832 -13.2760
H -9.7312 22.0989 -15.0736
O 3.6688 20.1426 -15.6536
H -9.0182 15.8969 -18.3916
H 4.0063 21.0251 -18.7434
C -0.7046 20.7333 -20.4305
C 2.0338 22.0714 -10.0666
H -5.4934 25.4085 -13.6805
H -2.6865 26.4569 -15.0074
H -3.6838 16.3462 -7.7178
H 1.1038 20.8053 -21.6785
H -3.8630 13.5625 -13.6738
H 0.6864 23.1219 -14.3020
H -5.7130 18.1722 -19.6952
H -2.8508 13.2315 -12.2410
H -4.5546 22.1152 -23.2769
C -6.8357 25.6225 -16.2692
H -7.5417 15.7102 -5.2464
C 0.0471 21.0712 -21.7044
O 0.0021 24.2142 -11.9277
H -12.3809 20.4900 -10.8615
C 3.8021 21.1302 -16.6031
C -9.6056 21.0270 -15.2264
H 0.1112 22.1153 -22.0108
H -2.6293 20.0050 -12.3104
H 0.2683 19.0785 -20.1669
H -7.4328 22.3520 -16.3959
H 0.7277 20.4320 -9.3767
H 2.6990 22.8327 -17.2392
H -3.2060 21.6177 -10.0900
H 3.2256 14.8512 -10.1628
H 1.0943 23.7060 -8.8394
H -8.0865 27.7626 -14.9956
H -4.6928 22.7323 -18.2824
H -5.5903 26.9961 -11.7362
C 1.0164 17.8921 -15.5533
H -5.4788 15.4004 -9.0536
H -10.5215 14.0166 -12.3908
H -8.3292 20.1768 -8.9192
H -1.9911 19.3416 -8.2607
O -0.9619 15.0908 -12.5402
H 2.7578 22.6536 -15.4811
H -1.6979 17.1555 -9.5649
H -10.6363 16.2946 -11.0551
C -2.9682 19.6541 -13.2852
H -1.3933 13.6564 -14.0751
H -4.7976 22.5957 -15.6499
H 2.6454 17.3051 -10.2764
O -3.4948 20.7725 -17.0803
H -3.4127 17.3454 -19.8502
H -3.5550 23.7670 -15.5743
H -3.6198 14.8320 -12.4340
H 0.9787 20.4527 -11.0198
H -0.6001 24.1132 -15.0829
C -8.8256 15.9998 -16.2931
H -9.1009 17.5687 -17.7447
H -10.2869 20.5262 -14.5386
C 1.8853 22.9562 -8.8277
H -8.7561 22.7126 -12.8536
H 2.9316 21.4568 -10.0004
H -8.3201 15.0215 -6.7590
H -3.2066 22.2370 -14.9215
H -7.7312 20.8651 -14.2493
H 4.4641 19.5648 -17.9978
C -9.5029 22.9865 -12.1084
C -2.1115 15.6317 -14.5764
O -4.7525 19.3541 -14.8984
H -2.9938 15.4246 -15.1821
H -7.3153 18.8531 -9.2909
O -3.2496 19.3482 -19.2922
H -6.2774 21.8130 -23.0509
H -6.4717 21.5382 -6.1860
C -3.9706 19.3563 -22.7068
H -5.4520 18.6610 -17.9821
H -13.1190 17.9781 -11.0895
C 0.5917 18.5611 -16.8184
H -6.0462 19.6082 -22.2552
O -4.8404 20.8714 -20.9669
H -13.8715 20.9006 -11.7249
H -7.0238 19.0684 -15.2459
H -0.9936 25.4852 -13.1984
H 1.5778 18.5466 -13.5600
H -6.8483 20.4001 -10.0424
H -9.4765 16.2049 -9.7451
H -4.2584 19.1240 -23.7321
H 1.6054 22.4003 -7.9329
H -5.4982 17.0424 -18.4050
C -2.5813 17.3864 -8.9695
H 1.4323 23.5100 -11.2889
H -0.8738 23.9172 -11.6703
H -0.1454 18.3652 -13.8185
H -4.7107 21.8655 -10.8538
O -7.2158 25.5110 -13.9682
C 1.1367 25.6800 -13.4006
O 2.3910 17.7032 -15.6966
H -4.0645 27.5586 -15.1430
H -1.5632 23.6905 -9.5799
O 3.2854 16.7233 -8.4482
H -8.6714 13.9561 -10.3091
C -6.4118 20.2444 -7.9255
H -3.2984 23.9134 -18.3366
H -6.3072 24.6732 -16.1818
H -1.7369 21.0745 -20.5090
H -3.4867 24.1778 -12.4577
C -8.1575 20.5924 -15.2147
H 1.2111 26.1403 -14.3858
H -8.0416 16.7566 -6.5281
H 4.7550 21.6586 -16.5727
C -2.8717 17.5794 -17.8459
H -7.3889 15.4848 -11.6540
H -10.0030 20.8158 -16.2192
H -2.9522 18.5465 -6.9602
C -7.6438 15.7612 -6.3304
H -6.2895 20.9739 -16.2878
H -12.3052 17.7803 -13.4717
H -2.1307 25.2363 -10.1341
C -3.1630 13.9918 -12.9570
C -3.9284 26.5898 -13.1705
C -4.0234 22.3362 -10.1509
H -4.3723 24.3381 -10.7435
H -0.4906 18.6268 -16.9303
C -0.1379 24.8103 -13.1811
H -8.7144 15.7130 -12.7560
H -7.0760 24.5429 -9.8655
H 3.8774 20.5391 -14.8045
H -3.8401 18.4414 -22.1290
C -8.9690 24.0621 -11.1170
H -4.6213 18.0860 -9.2342
H -10.4657 16.4587 -17.6733
C -3.6118 22.8699 -18.3054
C -0.2378 23.6796 -14.1508
H 2.8297 23.4557 -8.6115
O -14.5673 18.5970 -12.3229
H -7.3189 25.6995 -17.2432
H -14.0740 20.0925 -10.3138
H 1.5238 15.0339 -10.6796
H 0.5904 16.8961 -15.4326
C -3.7190 22.7058 -15.7616
H -2.0117 22.1239 -17.0543
C -7.3376 21.2673 -16.3470
C -7.2947 19.9354 -9.1633
C -9.3266 14.4551 -11.0232
H -4.7325 20.8172 -13.4178
H -7.3864 19.2654 -6.5780
H -9.4355 26.8376 -14.2013
H -5.4881 27.8891 -13.3131
H -9.8303 22.0793 -11.6008
O 2.1825 22.9165 -11.2079
H -12.4520 19.5242 -13.6954
H -1.1142 14.5965 -11.7314
C -3.1015 22.1101 -17.0633
O -7.9587 19.2077 -15.4137
H -6.8463 15.4914 -16.9855
C -7.3042 15.9844 -16.1280
H -6.9651 16.4568 -9.0189
H -9.1862 14.9895 -16.1002
H -5.7543 17.2863 -6.8060
H 0.9832 21.0727 -19.0882
```

Results
**E**: -116339.104 eV
**Kohn-Sham gap**: 0.3395 hartree
**E_LUMO**: 0.12 eV
**E_HOMO**: -9.12 eV

***

(2)
Density functional theory data (wB97M-V/def2-TZVPD) for 5 unconnected molecules or ions with the total composition C66H52BNO9 in a non-equilibrium geometry.

```
129
Properties=species:S:1:pos:R:3
C 0.7698 -4.0163 6.9969
H 0.3563 -2.6337 1.2484
C 3.1971 -0.3615 -6.4331
O 10.6554 -0.8512 2.5858
C -2.5223 3.3404 6.9396
H -9.6494 1.3000 -4.0551
C 8.8210 0.1659 1.5287
C 6.9196 1.2822 0.5459
H 0.3834 0.7132 -0.9012
C 0.7811 -3.3309 3.2337
H 1.5671 -4.0033 2.9074
H -1.8622 3.4574 -1.5651
C -4.0072 4.1672 0.9665
C -1.9519 3.2291 1.8193
C 7.8147 -0.7073 -0.4793
H -1.4520 -1.1055 1.9808
C -0.8360 2.5440 5.4132
H -6.3081 2.6509 -3.9063
H -4.1319 4.3710 -1.1667
H -3.2617 -2.6168 -7.0478
H 6.1889 2.0839 0.5552
C -0.9143 -1.6998 2.7119
H -0.6707 2.4317 7.5498
H 9.9150 3.6776 6.5347
C 6.8776 0.3229 -0.4582
H 4.1866 -0.7668 -6.6149
H -0.1762 -3.7891 10.7409
O -4.8485 4.3770 3.6229
C 9.8915 2.9394 5.7404
C -7.7706 1.5549 -5.1935
C -1.2371 -1.5980 4.0592
C -1.6230 2.9455 4.3349
C 0.4501 -3.2421 4.5850
C 2.7113 -0.2531 -5.1311
C 0.0999 -2.5607 2.3000
H 6.1156 0.3785 -1.2269
C -2.2928 -0.0394 -8.6383
C 9.8381 0.0515 2.6009
O -0.0266 2.2603 2.7545
C 7.9397 2.2461 2.5983
C 3.5470 -0.7132 -3.9969
C -1.1157 2.7691 2.9534
C 10.7693 1.8584 5.7678
C 1.3822 -4.8578 7.9237
C 0.6561 0.6879 -5.9830
H 0.1298 2.0815 5.2415
H -5.5311 -4.1925 -5.3060
C 1.7915 0.0459 -2.3881
H -6.1555 -2.6331 -8.0405
N -3.0345 -0.8434 -9.2643
O 2.0433 -4.8509 5.2093
C 0.9282 0.4441 -3.5253
C 1.4428 0.2842 -4.9055
C 3.3766 -0.7353 -0.2370
C -1.4653 3.1221 0.5179
H 11.4720 1.7502 6.5868
H 1.7958 0.0334 1.0050
C -0.8950 -2.2379 6.4370
C -3.2206 3.7642 2.0446
C 1.1592 -4.0944 5.5685
C -6.1696 -3.4481 -5.8910
C 1.3472 0.2503 -1.0837
C -3.5200 4.0534 -0.3294
C -8.2050 -1.8008 -5.3502
H -5.2717 -0.5497 -8.7530
H 2.7970 -0.0255 -8.5157
H -8.3171 -1.3128 -6.3617
C 9.8401 1.0502 3.6965
H -9.6700 0.4848 -5.6734
C 8.9444 2.1201 3.6818
C -4.2303 -2.0089 -7.0782
C 1.1413 0.5731 -7.2789
C -2.2458 3.5375 -0.5535
O 4.6354 -1.2232 -4.1950
O 7.1604 3.1813 2.5829
H -0.4750 2.7185 0.3361
H 7.7854 -1.4518 -1.2680
H -7.0968 -4.0474 -6.1957
C -6.6970 -2.2360 -5.0138
H 4.7911 -1.3990 -1.7067
H -2.0258 -0.9229 4.3741
O -1.7383 -1.4399 6.8047
H -0.3341 1.0964 -5.8135
C 1.0365 -4.7807 9.2666
H -8.8337 -2.7364 -5.2158
C 8.7846 -0.7867 0.5117
B -4.2485 -1.0629 -8.4073
H 11.4374 0.0816 4.7686
C -3.3170 3.7261 5.8676
C 7.8947 1.2096 1.5394
H 0.5310 0.8906 -8.1127
H 1.5092 -5.4415 9.9851
H 8.2952 3.9112 4.6868
H 9.5090 -1.5936 0.4934
C -3.7361 3.9224 3.4254
C -1.2861 2.7409 6.7120
C -9.0182 0.6688 -4.7509
H -9.5792 -1.1955 -3.6818
H -4.9981 4.5739 1.1359
C 8.9802 3.0707 4.7007
C 10.7483 0.9187 4.7454
H 2.1264 -5.5770 7.5993
C 2.1409 -0.1339 -0.0102
O -1.5987 0.8813 -8.3061
H -6.7165 -2.5645 -3.9192
H -7.8400 -0.7597 -3.3899
C 0.0865 -3.8547 9.6906
C 3.8261 -0.9349 -1.5364
H -5.6293 1.1642 -4.7095
C -0.5313 -3.0189 8.7695
H -6.0735 -1.2954 -5.0730
H -5.0075 -3.9945 -7.6857
O -0.1842 0.9009 -3.3267
H -4.2812 4.1877 6.0503
C -0.5524 -2.3648 5.0004
H -4.2524 -1.3942 -6.1290
C -6.5465 1.5641 -4.1675
C 2.4150 0.0551 -7.5037
C -2.8725 3.5241 4.5626
C -0.1995 -3.1053 7.4184
C 3.0397 -0.5343 -2.6150
H -8.1423 2.6339 -5.2566
H -7.3896 1.3122 -6.2379
H -2.8672 3.5050 7.9545
H -1.2744 -2.3033 9.1041
H -6.7411 1.0411 -3.1884
H 3.9924 -1.0435 0.6014
C -5.4455 -3.0370 -7.2437
C -8.6497 -0.7678 -4.1835
```

Results
**E**: -89880.893 eV
**SMILES**: O=C1c2ccccc2C(=O)c2ccccc21.O=C1c2ccccc2C(=O)c2ccccc21.O=C1c2ccccc2C(=O)c2ccccc21.O=C1c2ccccc2C(=O)c2ccccc21.CCCCCCCCCBN=C=O
**Kohn-Sham gap**: 0.3190 hartree
**E_LUMO**: -1.06 eV
**E_HOMO**: -9.74 eV